7
Properties=species:S:1:pos:R:3 method="wB97M-V/def2-TZVPD" multiplicity=3 relative_energy_kj_mol=70.2 s_squared=2.0077 gap_ha="0.2361 / 0.2561" lumo_energy_ev="-0.341 / -2.616"
H -0.30 -0.03 1.15
S 1.33 -1.51 0.01
Br 2.13 0.58 -0.01
O -0.95 0.84 -0.62
H -1.34 -1.09 -0.07
C -0.58 -0.27 0.14
H -0.29 1.47 -0.61